1.
The molecule C9H9NO, computed with ωB97M-V with the def2-TZVPD basis set.

The SMILES is O=C1CCc2ccccc2N1. For the energy above the lowest of the compared OMol25 structures with the same formula, charge and spin, the calculation gives 30.4 kJ/mol.

Positions of all 20 atoms, in Å:
O: -3.409 -1.058 -0.010
C: -2.351 -0.477 0.013
C: -2.102 0.945 0.407
C: -0.864 1.451 -0.375
C: 0.318 0.541 -0.187
C: 1.588 1.020 0.021
C: 2.715 0.231 0.074
C: 2.447 -1.148 0.113
C: 1.198 -1.720 -0.072
C: 0.029 -0.803 -0.143
N: -1.227 -1.273 -0.183
H: -3.015 1.533 0.180
H: -1.840 0.938 1.446
H: -1.118 1.424 -1.446
H: -0.573 2.489 -0.054
H: 1.602 2.119 -0.038
H: 3.684 0.670 0.198
H: 3.269 -1.816 0.100
H: 0.979 -2.781 0.105
H: -1.330 -2.286 -0.149

2.
A cluster of 2 separate species, C5H9FO2 in total, computed with ωB97M-V with the def2-TZVPD basis set.

For the energy above the lowest of the compared OMol25 structures with the same formula, charge and spin, the calculation gives 456.7 kJ/mol.

Positions of all 17 atoms, in Å:
C: 2.056 -1.591 -0.343
C: -2.439 0.542 -0.504
C: 1.508 0.577 0.261
C: -1.857 -0.919 -0.392
C: 0.972 1.547 1.225
O: 1.701 -0.674 0.504
O: -2.248 1.467 0.201
F: 2.064 0.915 -0.956
H: 1.829 -2.593 -0.174
H: 2.179 -1.369 -1.424
H: -3.078 0.617 -1.353
H: -2.609 -1.684 -0.567
H: -1.219 -1.154 0.439
H: -1.325 -1.003 -1.337
H: -0.009 1.245 1.418
H: 1.011 2.540 0.835
H: 1.466 1.538 2.168

3.
A cluster of 7 separate species, C31H61Cl2NO10 in total, computed with ωB97M-V with the def2-TZVPD basis set.

The SMILES is C[C@H](Cl)[C@H](Cl)OC(=O)OC[C@@H](O)CN.C1CCOC1.C1CCOC1.C1CCOC1.C1CCOC1.C1CCOC1.C1CCOC1.

Positions of all 105 atoms, in Å:
C: 0.001 -3.449 2.248
C: 0.858 -3.026 0.957
Cl: 0.250 -4.016 -0.457
C: 2.443 -3.242 1.266
Cl: 3.102 -1.532 1.535
O: 2.997 -3.887 0.108
C: 4.308 -4.395 0.387
O: 5.237 -3.584 0.387
O: 4.388 -5.777 0.566
C: 5.472 -6.164 1.431
C: 5.103 -6.241 2.985
O: 3.918 -5.519 3.358
C: 4.802 -7.809 3.310
N: 3.635 -8.197 2.454
H: -0.143 -4.589 2.195
H: -1.049 -2.996 2.241
H: 0.515 -3.132 3.223
H: 0.662 -1.909 0.781
H: 2.518 -3.891 2.193
H: 5.762 -7.231 1.117
H: 6.419 -5.549 1.332
H: 5.999 -5.968 3.657
H: 3.653 -5.737 4.277
H: 5.709 -8.474 3.067
H: 4.566 -7.982 4.410
H: 3.938 -8.685 1.604
H: 2.979 -8.799 2.967
C: -4.338 0.213 -0.062
C: -4.010 -1.213 -0.448
C: -2.744 -1.471 0.347
O: -2.831 -0.676 1.537
C: -3.919 0.249 1.395
H: -5.385 0.477 -0.211
H: -3.723 0.906 -0.646
H: -4.807 -1.882 -0.108
H: -3.876 -1.359 -1.521
H: -1.855 -1.150 -0.207
H: -2.625 -2.523 0.616
H: -4.731 -0.085 2.049
H: -3.601 1.243 1.716
C: 4.274 3.289 0.631
C: 4.566 3.489 2.102
C: 3.739 2.388 2.739
O: 3.683 1.312 1.794
C: 4.177 1.779 0.531
H: 5.033 3.711 -0.029
H: 3.311 3.743 0.378
H: 5.630 3.317 2.296
H: 4.308 4.483 2.470
H: 2.713 2.721 2.929
H: 4.169 2.031 3.678
H: 5.162 1.328 0.369
H: 3.509 1.452 -0.268
C: -3.589 -0.312 6.192
C: -4.232 0.854 6.911
C: -4.355 1.880 5.801
O: -4.524 1.150 4.579
C: -4.238 -0.234 4.824
H: -3.746 -1.273 6.684
H: -2.510 -0.145 6.103
H: -5.227 0.568 7.267
H: -3.656 1.217 7.764
H: -3.442 2.480 5.710
H: -5.202 2.555 5.945
H: -5.188 -0.781 4.804
H: -3.596 -0.623 4.031
C: -6.220 2.377 -4.201
C: -5.594 1.274 -5.026
C: -4.905 0.440 -3.964
O: -5.678 0.574 -2.763
C: -6.623 1.638 -2.940
H: -7.060 2.871 -4.692
H: -5.467 3.136 -3.964
H: -6.377 0.685 -5.513
H: -4.909 1.634 -5.795
H: -3.896 0.814 -3.757
H: -4.835 -0.615 -4.240
H: -7.617 1.189 -3.043
H: -6.622 2.281 -2.056
C: -0.347 -0.250 -6.559
C: -0.665 -1.714 -6.353
C: -2.130 -1.666 -5.964
O: -2.699 -0.528 -6.628
C: -1.636 0.271 -7.165
H: 0.523 -0.074 -7.194
H: -0.167 0.231 -5.592
H: -0.547 -2.256 -7.297
H: -0.041 -2.198 -5.601
H: -2.250 -1.520 -4.885
H: -2.671 -2.569 -6.255
H: -1.641 0.147 -8.254
H: -1.814 1.323 -6.934
C: 4.063 8.227 -2.235
C: 4.356 8.425 -0.764
C: 3.529 7.325 -0.127
O: 3.471 6.249 -1.072
C: 3.965 6.717 -2.335
H: 4.822 8.649 -2.895
H: 3.099 8.681 -2.486
H: 5.420 8.252 -0.571
H: 4.100 9.419 -0.394
H: 2.504 7.659 0.065
H: 3.960 6.967 0.811
H: 4.950 6.265 -2.498
H: 3.296 6.391 -3.134

| no. | HOMO level (eV) | LUMO energy (eV) | electronic energy (eV) |
| --- | --- | --- | --- |
| 1 | -8.26 | 0.828 | -13016.871 |
| 2 | -6.75 | 0.732 | -12138.694 |
| 3 | -8.99 | 0.595 | -80141.543 |